(1)
ORCA calculation (ωB97M-V with the def2-TZVPD basis set) on an isolated molecule of C3H10N2S.

```
16
Properties=species:S:1:pos:R:3:nbo_charge:R:1
N -1.847 2.249 0.307 -0.9064
C -1.080 1.319 -0.637 -0.2114
C -0.572 0.090 0.059 -0.1198
N -0.013 0.425 1.452 -0.8617
C 0.527 -0.405 -0.769 -0.5035
S 1.404 -1.955 -0.316 -0.0441
H -1.740 3.252 0.350 0.3784
H -2.185 1.857 1.203 0.3837
H -0.311 1.896 -1.164 0.2041
H -1.842 0.971 -1.290 0.1984
H -1.066 -0.777 0.287 0.2147
H 0.875 -0.155 1.637 0.3457
H 0.359 1.445 1.582 0.3664
H 1.385 0.287 -0.920 0.2160
H 0.093 -0.524 -1.820 0.2307
H 1.728 -1.725 0.960 0.1088
```

Computed properties:
**ΔE to the lowest compared entry with this formula, charge and spin**: 156.53 kJ/mol
**Multiplicity**: 1
**F_max**: 5.681 eV Å⁻¹
**SMILES string**: NC[C@H](N)CS
**Frontier orbital gap**: 9.744 eV
**Energy**: -17086.98202 eV

---

(2)
ORCA calculation (ωB97M-V with the def2-TZVPD basis set) on an isolated molecule of C3H10N2S2.

```
17
Properties=species:S:1:pos:R:3:nbo_charge:R:1
N -1.010 1.958 1.497 -0.8541
C -0.031 1.355 0.617 -0.2222
C -0.315 -0.117 0.346 -0.0719
N -1.353 -0.224 -0.703 -0.8351
C 0.964 -0.785 -0.128 -0.5600
S 0.811 -2.504 -0.619 0.0919
S 1.137 -2.382 -2.661 -0.1285
H -0.800 1.993 2.490 0.3633
H -1.200 2.925 1.282 0.3636
H 0.999 1.402 0.994 0.1677
H 0.046 1.919 -0.312 0.2018
H -0.637 -0.494 1.329 0.1698
H -2.151 0.296 -0.353 0.3643
H -1.632 -1.199 -0.677 0.3590
H 1.746 -0.686 0.628 0.2217
H 1.263 -0.218 -1.014 0.2411
H 2.163 -3.239 -2.716 0.1276
```

Computed properties:
**ΔE to the lowest compared entry with this formula, charge and spin**: 19.16 kJ/mol
**Multiplicity**: 1
**F_max**: 1.153 eV Å⁻¹
**SMILES string**: NC[C@@H](N)CSS
**Frontier orbital gap**: 9.193 eV
**Energy**: -27923.74632 eV

---

(3)
ORCA calculation (ωB97M-V with the def2-TZVPD basis set) on an isolated molecule of C3H10N2S2.

```
17
Properties=species:S:1:pos:R:3:nbo_charge:R:1
N 2.598 -0.608 -0.403 -0.8425
C 1.463 0.164 -0.013 -0.2208
C 0.057 -0.459 -0.247 -0.0830
N -0.105 -1.646 0.611 -0.8991
C -0.935 0.571 0.148 -0.5301
S -2.699 0.153 -0.139 0.0765
S -3.464 2.036 -0.729 -0.1406
H 2.719 -1.523 0.005 0.3662
H 2.711 -0.743 -1.404 0.3616
H 1.305 1.069 -0.606 0.1923
H 1.655 0.646 0.957 0.1966
H -0.015 -0.828 -1.270 0.1973
H 0.493 -1.868 1.383 0.3797
H -1.051 -2.010 0.650 0.3703
H -0.758 1.421 -0.542 0.2237
H -0.820 0.876 1.191 0.2215
H -3.154 2.747 0.408 0.1306
```

Computed properties:
**ΔE to the lowest compared entry with this formula, charge and spin**: 71.22 kJ/mol
**Multiplicity**: 1
**F_max**: 3.467 eV Å⁻¹
**SMILES string**: NC[C@@H](N)CSS
**Frontier orbital gap**: 9.089 eV
**Energy**: -27923.20674 eV

---

(4)
ORCA calculation (ωB97M-V with the def2-TZVPD basis set) on an isolated molecule of C3H10N2Si.

```
16
Properties=species:S:1:pos:R:3:nbo_charge:R:1
C -2.339 0.032 0.052 -0.4105
N -0.887 -0.038 0.179 -0.7026
N -0.173 1.131 -0.382 -0.4777
C 1.284 1.015 -0.388 -0.2258
C 1.802 -0.326 0.225 -0.8067
Si 0.181 -1.423 0.112 1.2512
H -2.620 -0.764 -0.631 0.1888
H -2.848 -0.066 1.068 0.1944
H -2.588 0.996 -0.426 0.2143
H -0.345 1.971 0.206 0.3401
H 1.645 1.820 0.162 0.1923
H 1.647 0.901 -1.455 0.1806
H 2.645 -0.731 -0.183 0.2213
H 1.970 -0.030 1.305 0.2147
H 0.365 -2.139 -1.145 -0.2044
H 0.262 -2.350 1.300 -0.1700
```

Computed properties:
**ΔE to the lowest compared entry with this formula, charge and spin**: 265.54 kJ/mol
**Multiplicity**: 1
**F_max**: 5.332 eV Å⁻¹
**SMILES string**: CN1NCC[SiH2]1
**Frontier orbital gap**: 8.630 eV
**Energy**: -14128.92484 eV

---

> What is the formula in the third record?

C3H10N2S2

---

> What is the frontier orbital gap in the second record?

9.193 eV